C50H44BrN5O4P2Pb | wB97M-V/def2-TZVPD

ORCA input file:
```
! RIJCOSX wB97M-V def2-TZVPD def2/J DEFGRID3
* xyz 2 1
C 1.60 -1.68 2.39
C 4.61 5.00 2.65
H 3.88 4.28 -3.72
C -2.42 -5.03 2.96
C -3.82 1.28 -3.17
H 0.99 -3.96 -2.10
O 5.78 4.24 2.44
C -2.84 -2.68 -3.88
C 2.59 0.39 2.68
H 2.06 3.17 -0.01
H 0.72 -2.23 2.10
C -2.60 5.76 -0.30
H 2.70 2.43 -4.86
H -2.66 -5.99 1.05
H -6.73 -0.90 -1.86
O -1.41 -1.61 0.88
C -3.78 0.77 -1.87
N 1.24 2.38 2.43
C -1.77 -2.77 1.54
C 1.54 1.97 -1.71
H -0.98 1.04 -2.62
H 4.50 5.79 1.90
P 0.47 0.82 -0.80
C -3.66 4.95 0.09
H -4.82 -0.37 -0.38
C -4.83 -0.01 -1.41
N 1.51 -0.35 2.36
C 2.77 -3.13 -1.24
O 6.01 -1.41 4.27
H 4.62 0.38 3.39
C 1.73 1.75 -3.08
C 1.46 -3.08 -1.68
C -1.79 -2.73 2.93
C 0.74 -1.89 -1.60
C 1.34 -0.75 -1.07
C 3.76 -0.21 3.09
H 4.60 5.48 3.63
Br -2.85 -6.58 3.95
C -2.49 -3.34 -5.05
C -1.41 3.81 -1.06
H -2.65 6.83 -0.16
P -2.43 1.17 -0.73
C -1.82 -4.53 -2.65
C -4.89 0.97 -4.00
H 4.95 -3.19 4.07
N -2.65 -2.95 -1.36
H -0.97 -6.14 -3.81
H -2.62 -1.66 5.21
C 3.22 3.63 -3.16
H 3.33 -4.05 -1.31
H -2.75 -2.90 -6.00
H -1.21 -1.83 -0.04
H -1.40 -0.37 5.16
H -2.13 -3.86 4.73
C -2.10 -3.96 -0.61
C -2.10 -3.93 0.86
O -1.44 -1.53 3.50
C 2.47 1.88 2.58
H -6.77 -0.04 -4.18
H 5.79 -1.45 5.20
C -1.82 -4.57 -5.02
C -5.94 0.18 -3.53
H 5.69 -2.53 2.62
H -3.27 -2.22 -1.02
C -5.91 -0.30 -2.23
H -4.44 2.97 0.20
H -3.37 -1.73 -3.91
C 3.59 2.70 2.62
C -2.12 -3.86 3.65
C 3.42 4.08 2.57
C -2.47 3.00 -0.68
H -4.92 1.37 -5.01
H 1.95 5.65 2.42
H -0.54 3.40 -1.55
H -0.89 -2.05 5.44
C -3.60 3.58 -0.09
C 2.13 4.59 2.46
H 0.06 4.06 2.27
C 2.67 -0.80 -0.63
H -0.65 5.82 -1.20
N -1.58 -4.91 -1.33
C -2.42 -5.08 1.59
C 2.21 3.00 -1.07
H 2.76 -3.42 2.77
Pb -0.58 0.76 1.89
C 2.75 -2.34 2.77
H 3.15 0.09 -0.25
H -3.04 1.93 -3.54
C -1.47 5.19 -0.87
H 4.59 2.30 2.69
H -1.57 -5.05 -5.96
C 3.38 -1.99 -0.72
C 3.86 -1.60 3.14
C 5.15 -2.26 3.54
H -4.55 5.40 0.53
H 1.25 0.92 -3.58
H -0.27 -1.84 -2.00
C 3.05 3.84 -1.79
H 4.41 -2.02 -0.40
H 3.58 4.64 -1.30
H 6.55 4.80 2.58
C -1.60 -1.41 4.92
C -1.47 -5.18 -3.84
N -1.00 0.78 -1.63
C -2.49 -3.31 -2.69
C 2.56 2.59 -3.80
C 1.08 3.70 2.39
*
```

Computed properties:
* energy above the lowest of the compared OMol25 structures with the same formula, charge and spin: 36.1 kcal per mole
* LUMO energy: -5.597 eV
* Kohn-Sham gap: 6.859 eV
* energy: -5955.6984 Ha

Löwdin atomic charge list, values in e, 5 entries: atom 1 (C): -0.10, atom 2 (C): -0.19, atom 3 (H): 0.12, atom 4 (C): -0.67, atom 5 (C): -0.09